Formula: C22H30FN5O
Source: the Open Molecules 2025 dataset
Level of theory: ωB97M-V/def2-TZVPD

```
59
Properties=species:S:1:pos:R:3
C -1.383 2.073 -1.664
H -4.321 1.921 3.781
C 1.106 -2.151 1.090
C 0.505 -2.126 -3.074
H -1.964 -2.247 0.000
C -2.291 1.881 3.084
H -5.209 2.566 1.542
C -0.768 0.673 -1.824
C -3.656 2.049 2.942
H 2.117 -0.860 -4.506
C 2.777 0.408 -2.882
H -1.875 1.617 4.045
N 1.769 -1.844 -2.746
H -1.516 -0.763 2.648
H 0.623 0.567 0.428
H 3.578 -1.437 -3.667
F -3.860 2.967 -0.539
H -1.177 -2.385 3.253
H 2.972 -2.717 1.943
H -0.388 1.874 2.161
H 2.416 -1.607 4.179
H 1.667 2.239 -2.641
C 1.451 1.165 -2.743
H 0.764 3.316 -0.924
O -0.047 -1.804 -4.107
C 1.645 -1.924 3.474
H -1.275 -3.009 -2.245
N 0.670 0.651 -1.629
H -2.455 2.017 -1.821
H 0.133 -0.873 4.606
H -1.206 0.017 -1.062
C 2.598 -0.966 -3.531
C -0.736 -1.523 2.742
C 0.367 2.635 -0.162
C -4.155 2.400 1.699
N 0.013 -2.608 -0.678
H 0.613 3.057 0.812
H 1.334 -2.935 3.748
H 2.703 -0.978 1.842
C -0.918 -2.249 0.232
H 2.085 1.311 -0.248
H 0.729 -0.003 3.190
H 3.459 0.994 -3.501
H 2.053 -2.058 -1.790
H -0.962 2.756 -2.409
C -3.297 2.568 0.635
C 2.218 -1.936 2.055
H 0.875 1.026 -3.660
H 3.232 0.283 -1.898
C 0.439 -0.988 3.564
C -1.442 2.033 2.005
N -1.069 2.597 -0.345
H 0.176 -4.038 -2.175
C -0.204 -3.018 -2.034
H -1.002 0.265 -2.808
N 1.245 -2.552 -0.165
C -1.909 2.372 0.726
C -0.249 -1.944 1.398
C 1.000 1.244 -0.345
```

Calculated values
Total charge = 0
Multiplicity = 1
Relative energy (zero: lowest compared OMol25 entry of this formula, charge and spin) = 0.0 kcal/mol
Frontier orbital gap = 8.13 eV